Here is a 3-piece molecular cluster, C4H11N3O overall from the OMol25 dataset. Energies are from wB97M-V/def2-TZVPD.

Last column: natural (NBO) charge in e.
Atoms and positions in Å:
O (-0.45, 2.59, 0.28)  -0.62
C (0.08, 1.51, 0.35)  0.75
C (1.53, 1.02, 0.27)  -0.51
C (1.10, -0.07, 1.26)  -0.21
N (-0.28, 0.37, 1.10)  -0.67
H (1.82, 0.66, -0.71)  0.23
H (2.26, 1.74, 0.63)  0.23
H (1.27, -1.10, 0.94)  0.17
H (1.50, 0.07, 2.27)  0.19
H (-0.98, 0.36, 1.82)  0.39
C (-1.31, -1.80, 0.09)  0.00
N (-0.57, -2.00, -0.91)  -0.66
H (-1.25, -2.31, 1.05)  0.15
H (-2.17, -1.14, -0.05)  0.17
H (0.20, -2.66, -0.76)  0.34
N (-0.58, 0.77, -1.69)  -1.07
H (-1.52, 1.13, -1.75)  0.37
H (-0.05, 1.11, -2.49)  0.36
H (-0.60, -0.26, -1.69)  0.40

## Properties
HOMO energy: -0.33079 Ha
SMILES: O=C1CCN1.C=N.N
Calculated total energy: -398.453967 hartree
Multiplicity: 1
Orbital gap: 9.87 eV

=====

Here is one molecule with the formula C4H11N3O from the OMol25 dataset. Energies are from wB97M-V/def2-TZVPD.

Last column: natural (NBO) charge in e.
Atoms and positions in Å:
N (-0.01, 3.16, -0.41)  -0.82
C (-0.05, 1.68, -0.69)  -0.20
C (0.93, 0.85, 0.27)  -0.45
C (0.47, -0.45, 0.81)  -0.21
N (0.71, -1.64, -0.01)  -0.66
C (-0.27, -2.51, -0.53)  0.79
N (-1.56, -2.49, 0.08)  -0.87
O (-0.06, -3.20, -1.51)  -0.63
H (-0.61, 3.40, 0.42)  0.34
H (0.87, 3.37, 0.15)  0.34
H (0.28, 1.58, -1.63)  0.19
H (-1.13, 1.46, -0.62)  0.18
H (1.88, 0.91, -0.30)  0.22
H (0.93, 1.39, 1.24)  0.21
H (0.73, -0.66, 1.96)  0.19
H (-0.62, -0.36, 0.94)  0.19
H (1.67, -1.69, -0.24)  0.40
H (-1.99, -1.64, 0.35)  0.38
H (-2.17, -3.20, -0.27)  0.40

## Properties
HOMO energy: -0.34355 Ha
SMILES: NCCCNC(N)=O
Calculated total energy: -398.487629 hartree
Multiplicity: 1
Orbital gap: 10.08 eV

=====

Here is one molecule with the formula C4H11N3O from the OMol25 dataset. Energies are from wB97M-V/def2-TZVPD.

Last column: natural (NBO) charge in e.
Atoms and positions in Å:
N (-0.34, -2.36, 1.45)  -0.86
C (-0.37, -1.09, 2.12)  -0.24
C (-0.30, -0.04, 0.89)  -0.22
N (1.00, -0.10, 0.11)  -0.64
C (1.17, 0.69, -1.00)  0.67
O (2.05, 0.47, -1.84)  -0.63
C (0.11, 1.75, -1.34)  -0.34
N (-0.38, 1.16, -2.66)  -0.82
H (-1.27, -2.82, 1.25)  0.38
H (0.25, -2.96, 1.96)  0.37
H (-1.27, -0.82, 2.85)  0.18
H (0.37, -0.73, 2.82)  0.21
H (-0.18, 0.89, 1.36)  0.19
H (-1.18, -0.27, 0.33)  0.19
H (1.53, -1.00, 0.35)  0.42
H (-0.78, 1.65, -0.66)  0.21
H (0.49, 2.75, -1.72)  0.23
H (0.25, 1.22, -3.38)  0.36
H (-1.16, 1.63, -2.89)  0.34

## Properties
HOMO energy: -0.33121 Ha
SMILES: NCCNC(=O)CN
Calculated total energy: -398.446174 hartree
Multiplicity: 1
Orbital gap: 9.79 eV

=====

Here is a 2-piece molecular cluster, C4H11N3O overall from the OMol25 dataset. Energies are from wB97M-V/def2-TZVPD.

Last column: natural (NBO) charge in e.
Atoms and positions in Å:
C (-1.07, -0.47, -0.64)  -0.25
C (-0.17, -1.20, 0.46)  -0.42
C (0.32, -0.27, 1.55)  -0.24
N (-0.80, 0.07, 2.44)  -0.83
N (-0.65, 0.83, -1.09)  -0.64
C (0.72, 0.93, -1.43)  0.54
N (1.27, -0.17, -2.00)  -0.65
O (1.31, 1.96, -1.04)  -0.69
H (-2.11, -0.58, -0.34)  0.20
H (-0.95, -1.18, -1.46)  0.22
H (-0.82, -2.00, 0.82)  0.22
H (0.66, -1.69, -0.04)  0.21
H (0.92, 0.54, 1.13)  0.18
H (1.03, -0.90, 2.10)  0.19
H (-0.67, 0.86, 3.05)  0.36
H (-1.52, 0.34, 1.77)  0.34
H (-0.77, 1.57, -0.40)  0.39
H (2.28, -0.03, -2.02)  0.37
H (1.03, 1.39, -2.84)  0.50

## Properties
HOMO energy: -0.34931 Ha
Calculated total energy: -398.362040 hartree
Multiplicity: 1
Orbital gap: 7.89 eV

=====

Here is a 3-piece molecular cluster, C4H11N3O overall from the OMol25 dataset. Energies are from wB97M-V/def2-TZVPD.

Last column: natural (NBO) charge in e.
Atoms and positions in Å:
C (2.65, 1.66, -0.17)  -0.64
C (1.49, 0.74, -0.44)  0.36
N (0.26, 1.37, -0.56)  -0.86
N (1.74, -0.50, -0.58)  -0.34
N (0.74, -1.41, -0.87)  -0.67
H (3.55, 1.06, -0.07)  0.24
H (2.77, 2.36, -0.99)  0.21
H (2.48, 2.22, 0.75)  0.20
H (-0.58, 0.81, -0.63)  0.41
H (0.18, 2.29, -0.18)  0.38
H (-0.19, -1.12, -0.56)  0.34
H (0.99, -2.30, -0.46)  0.36
C (-1.97, -2.07, 1.33)  -0.24
C (-1.96, -1.13, 2.09)  -0.24
H (-1.93, -2.91, 0.70)  0.24
H (-1.81, -0.43, 2.85)  0.24
O (-2.43, -0.16, -0.77)  -0.98
H (-3.02, -0.01, -1.50)  0.48
H (-2.93, -0.47, 0.03)  0.50

## Properties
HOMO energy: -0.27510 Ha
SMILES: C/C(N)=N/N.C#C.O
Calculated total energy: -398.408787 hartree
Multiplicity: 1
Orbital gap: 8.12 eV

=====

Here is a 2-piece molecular cluster, C4H11N3O2 overall from the OMol25 dataset. Energies are from wB97M-V/def2-TZVPD.

Last column: natural (NBO) charge in e.
Atoms and positions in Å:
H (-2.33, 0.88, -0.35)  0.34
N (-2.28, 1.36, 0.50)  -0.69
C (-1.12, 1.65, 0.91)  0.57
N (-1.09, 1.91, 2.39)  -0.89
N (0.17, 1.45, 0.24)  -0.69
C (0.43, 2.49, -0.95)  -0.41
H (-1.45, 1.01, 2.63)  0.38
H (-1.66, 2.65, 2.70)  0.38
H (0.88, 1.36, 0.90)  0.39
H (-0.13, 3.41, -0.90)  0.20
H (-0.03, 1.92, -1.76)  0.20
H (1.50, 2.61, -1.13)  0.22
C (1.17, -3.53, -1.31)  -0.74
C (1.06, -2.06, -0.70)  0.81
O (1.94, -1.48, -0.15)  -0.59
O (-0.23, -1.71, -0.73)  -0.70
H (0.01, -4.00, -1.16)  0.22
H (1.86, -4.13, -0.67)  0.24
H (1.22, -3.68, -2.37)  0.24
H (-0.31, -0.79, -0.47)  0.51

## Properties
HOMO energy: -0.35744 Ha
SMILES: [H]/N=C(/N)NC.CC(=O)O
Calculated total energy: -473.702524 hartree
Multiplicity: 1
Orbital gap: 10.41 eV

=====

Here is a 2-piece molecular cluster, C4H11N3O2 overall from the OMol25 dataset. Energies are from wB97M-V/def2-TZVPD.

Last column: natural (NBO) charge in e.
Atoms and positions in Å:
H (-0.24, 0.17, -0.10)  0.36
N (0.55, -0.56, 0.04)  -0.74
C (1.56, -0.32, 0.75)  0.59
N (1.77, 0.91, 1.60)  -0.87
N (2.65, -1.26, 0.77)  -0.68
C (3.36, -1.61, -0.58)  -0.41
H (2.65, 1.25, 1.82)  0.39
H (1.00, 1.64, 1.45)  0.38
H (2.13, -2.09, 1.13)  0.38
H (4.22, -2.22, -0.48)  0.21
H (3.82, -0.59, -0.85)  0.19
H (2.79, -1.83, -1.45)  0.20
C (-2.86, 1.76, -1.25)  -0.73
C (-2.60, 0.56, -0.44)  0.77
O (-2.37, 0.78, 0.71)  -0.57
O (-2.21, -0.46, -1.23)  -0.67
H (-3.47, 1.58, -2.16)  0.22
H (-1.96, 2.21, -1.64)  0.24
H (-3.44, 2.56, -0.61)  0.24
H (-2.29, -1.27, -0.67)  0.50

## Properties
HOMO energy: -0.34092 Ha
SMILES: [H]/N=C(\N)NC.CC(=O)O
Calculated total energy: -473.701892 hartree
Multiplicity: 1
Orbital gap: 9.96 eV

=====

Here is a 2-piece molecular cluster, C4H11N3O2 overall from the OMol25 dataset. Energies are from wB97M-V/def2-TZVPD.

Last column: natural (NBO) charge in e.
Atoms and positions in Å:
H (-0.46, -3.17, -0.43)  0.34
N (-0.37, -2.21, -0.25)  -0.83
C (-1.47, -1.66, 0.21)  0.60
N (-2.78, -2.13, -0.01)  -0.83
N (-1.26, -0.45, 0.84)  -0.63
C (-2.10, 0.78, 0.87)  -0.42
H (-3.55, -1.76, 0.48)  0.38
H (-2.79, -3.17, 0.03)  0.39
H (-0.37, -0.04, 0.43)  0.42
H (-3.06, 0.74, 0.75)  0.18
H (-1.81, 1.48, -0.02)  0.19
H (-2.07, 1.52, 1.75)  0.21
C (3.55, 1.80, -0.47)  -0.74
C (2.18, 1.23, -0.60)  0.79
O (1.13, 1.51, 0.02)  -0.63
O (2.20, 0.03, -1.31)  -0.72
H (4.12, 1.41, -1.28)  0.24
H (4.34, 1.66, 0.44)  0.28
H (3.20, 2.96, -0.61)  0.24
H (1.39, -0.52, -0.85)  0.53

## Properties
HOMO energy: -0.31824 Ha
SMILES: [H]/N=C(\N)NC.CC(=O)O
Calculated total energy: -473.690417 hartree
Multiplicity: 1
Orbital gap: 9.45 eV